[1]
Density functional theory data (ωB97M-V with the def2-TZVPD basis set) for a molecular structure, C34H49InNO.

Values from the calculation:
- Frontier orbital gap: 5.84 eV
- Charge: -1
- Multiplicity: 1
- M: 602.59 g/mol

Geometry (Å):
C1 -3.03282 0.26369 -4.11047
N1 -2.02743 1.17336 -4.78443
C2 -0.81123 0.41441 -5.26735
In1 0.32523 -0.54272 -3.52251
C3 2.40679 0.41536 -3.44095
C4 2.53972 1.61221 -2.32366
C5 1.11845 2.29654 -1.87562
C6 1.31262 3.81373 -1.19923
C7 0.55838 3.97924 0.24839
C8 1.53926 3.88224 1.55845
C9 2.24318 2.42085 1.79509
O1 3.71088 2.54062 2.08488
C10 4.45524 2.59049 0.80053
H1 -3.15757 0.45536 -2.96067
H2 -4.08385 0.49825 -4.60619
H3 -2.80901 -0.87459 -4.29549
H4 -1.77237 2.00145 -4.18682
H5 -1.11187 -0.43165 -6.03901
H6 -0.13908 1.17812 -5.87897
H7 -0.46349 -0.13649 -1.92144
H8 0.52483 -2.34419 -3.72954
H9 2.80852 0.73675 -4.51252
H10 3.13741 -0.45755 -3.08427
H11 3.00161 1.10993 -1.34617
H12 3.36315 2.39308 -2.67945
H13 0.65095 1.60845 -1.03038
H14 0.38543 2.39389 -2.80626
H15 2.43615 4.17187 -1.21225
H16 0.74349 4.54503 -1.95183
H17 0.10299 5.08284 0.25758
H18 -0.39162 3.26792 0.37539
H19 2.36149 4.74337 1.61259
H20 0.84149 4.07490 2.50796
H21 1.78418 1.95858 2.79550
H22 2.02795 1.62686 0.95393
H23 5.21414 3.50363 0.73834
H24 4.98326 1.58510 0.51497
H25 3.64610 2.79461 -0.03338
C11 -2.69731 -1.22724 0.36474
C12 -4.06771 -1.31611 0.12210
C13 -4.91955 -0.29712 0.54735
C14 -4.39910 0.81654 1.20720
C15 -3.02818 0.90712 1.44649
C16 -2.17751 -0.11629 1.02944
H26 -2.03418 -2.02320 0.03619
H27 -4.47231 -2.18070 -0.39817
H28 -5.98812 -0.36983 0.36408
H29 -5.06217 1.61305 1.53433
H30 -2.62256 1.77584 1.95928
H31 -1.11024 -0.04797 1.22093
C17 1.91549 -1.95822 -7.80029
C18 2.07884 -2.37029 -9.12252
C19 3.15641 -3.18349 -9.47231
C20 4.06600 -3.59310 -8.49692
C21 3.90048 -3.18407 -7.17398
C22 2.82808 -2.36322 -6.82593
H32 1.07747 -1.32166 -7.52870
H33 1.36615 -2.05670 -9.88122
H34 3.28718 -3.49889 -10.50388
H35 4.90307 -4.23085 -8.76842
H36 4.60850 -3.50471 -6.41369
H37 2.70256 -2.04025 -5.79622
C23 -1.85929 -4.77152 4.09071
C24 -0.81946 -4.38956 4.93784
C25 -0.46574 -3.04500 5.04671
C26 -1.15915 -2.08037 4.31515
C27 -2.20147 -2.46200 3.47087
C28 -2.54906 -3.80762 3.35495
H38 -2.13242 -5.81987 4.00352
H39 -0.28371 -5.14053 5.51308
H40 0.34893 -2.74844 5.70176
H41 -0.88686 -1.03197 4.40359
H42 -2.74281 -1.70996 2.90207
H43 -3.35751 -4.10515 2.69292
C29 -0.96839 1.75203 9.05120
C30 0.09972 1.19152 8.35139
C31 -0.06537 -0.01778 7.67674
C32 -1.30269 -0.66219 7.69377
C33 -2.37184 -0.09971 8.39049
C34 -2.20412 1.10493 9.07288
H44 -0.83839 2.69279 9.57970
H45 1.06192 1.69719 8.33246
H46 0.76893 -0.45764 7.13714
H47 -1.43290 -1.60214 7.16400
H48 -3.33646 -0.60122 8.40230
H49 -3.03573 1.54004 9.62013

Here are the Löwdin charges for atoms 1 to 8, given in e: number 1, C, carries -0.21; number 2, N, carries -0.27; number 3, C, carries -0.40; number 4, In, carries 0.38; number 5, C, carries -0.37; number 6, C, carries -0.33; number 7, C, carries -0.25; number 8, C, carries -0.21

[2]
Density functional theory data (ωB97M-V with the def2-TZVPD basis set) for a molecular structure, C36H78AsF6HgN2O12S6.

Values from the calculation:
- Frontier orbital gap: 0.93 eV
- Charge: +1
- Multiplicity: 1
- M: 1312.92 g/mol

Geometry (Å):
Hg1 -5.24908 -3.84345 3.05630
As1 -1.26487 0.22144 0.84958
F1 -2.71152 1.20707 0.31375
F2 -1.08550 -0.68745 -0.69839
F3 0.09679 -0.83470 1.48355
F4 -1.20384 1.04762 2.45957
F5 -2.51524 -0.85520 1.58718
F6 -0.06451 1.45759 0.28926
C1 6.34772 4.38489 -7.83804
C2 5.13113 3.63549 -7.24030
N1 3.88036 3.60650 -8.08334
C3 2.96169 2.72857 -7.37192
C4 2.23674 3.36717 -6.13010
C5 4.21845 3.08354 -9.40151
C6 4.66508 4.23278 -10.37697
H1 7.07929 4.49441 -7.03747
H2 5.97972 5.35816 -8.16274
H3 6.80037 3.82684 -8.65767
H4 5.52383 2.62829 -7.10091
H5 4.91063 4.09139 -6.27509
H6 2.16059 2.54370 -8.08756
H7 3.33962 1.72033 -7.20239
H8 3.01395 3.55188 -5.38853
H9 1.77414 4.31570 -6.40284
H10 1.48481 2.72954 -5.66520
H11 3.41211 2.50005 -9.84588
H12 4.98923 2.31336 -9.37278
H13 4.29201 5.23260 -10.15498
H14 4.16071 3.92232 -11.29203
H15 5.72761 4.16900 -10.61163
C7 6.97196 1.21474 6.69289
C8 6.72960 -0.37869 6.59783
N2 7.64526 -1.03201 5.58645
C9 9.05958 -0.92747 6.07215
C10 9.82019 -2.15127 5.65188
C11 7.41085 -0.59890 4.23481
C12 5.98313 -0.67950 3.83629
H16 7.99605 1.57709 6.60325
H17 6.50061 1.45123 7.64683
H18 6.39365 1.66457 5.88585
H19 6.95218 -0.74662 7.59942
H20 5.70680 -0.67314 6.36269
H21 9.47788 -0.01894 5.63892
H22 9.21743 -1.04699 7.14402
H23 10.87171 -2.13316 5.93833
H24 9.39529 -3.06695 6.06311
H25 9.87547 -2.07713 4.56582
H26 8.04455 -1.20175 3.58435
H27 7.76675 0.42148 4.09248
H28 5.79002 -0.46113 2.78599
H29 5.50316 0.18629 4.29251
H30 5.37915 -1.55603 4.07084
C13 0.95076 -7.03872 -0.84310
C14 1.26655 -5.86521 0.16080
C15 0.92977 -6.29165 1.56902
S1 -0.68879 -7.17913 1.40534
O1 -1.60993 -6.06102 1.31245
O2 -0.85076 -8.20713 2.44267
C16 -0.23785 -7.85399 -0.25138
H31 1.84156 -7.63315 -1.04606
H32 0.71037 -6.64707 -1.83151
H33 0.67752 -4.99786 -0.13725
H34 2.28926 -5.56082 -0.06169
H35 0.84274 -5.54803 2.36118
H36 1.66895 -7.04350 1.84551
H37 -1.09611 -8.18356 -0.83695
H38 0.20406 -8.81836 -0.00076
C17 -7.08701 3.60799 6.16184
C18 -8.34980 3.00987 6.86985
C19 -8.39357 1.53524 6.51893
S2 -7.81176 1.38451 4.75826
O3 -9.00151 1.48265 3.85157
O4 -6.85001 0.26008 4.68036
C20 -6.91534 3.08031 4.73913
H39 -6.23598 3.25787 6.74603
H40 -7.02288 4.69600 6.17745
H41 -9.27132 3.43617 6.47339
H42 -8.34325 3.09027 7.95687
H43 -9.28829 0.97305 6.78640
H44 -7.64435 0.96298 7.06600
H45 -7.16899 3.66341 3.85383
H46 -5.87946 2.75513 4.64266
C21 -7.10086 0.84109 -3.76643
C22 -5.86440 -0.06690 -3.98100
C23 -6.22915 -1.42123 -3.52829
S3 -7.31872 -1.27536 -2.07389
O5 -6.51757 -1.64048 -0.92448
O6 -8.57817 -2.00089 -2.36895
C24 -7.64724 0.56964 -2.34048
H47 -7.82881 0.59290 -4.53882
H48 -6.88119 1.90442 -3.86223
H49 -4.97113 0.34938 -3.51528
H50 -5.77932 -0.06655 -5.06768
H51 -5.38059 -2.05719 -3.27610
H52 -6.77526 -1.91155 -4.33419
H53 -7.01006 0.96634 -1.55008
H54 -8.63981 0.87749 -2.01164
C25 0.49545 -2.76811 8.29067
C26 -0.48464 -3.83017 8.83982
C27 -1.84539 -3.14107 9.07788
S4 -2.01946 -2.04899 7.55305
O7 -2.77647 -0.81372 7.76204
O8 -2.36995 -2.93735 6.43988
C28 -0.18942 -1.74200 7.40306
H55 1.19094 -3.29094 7.63414
H56 1.08451 -2.15864 8.97600
H57 -0.11903 -4.33888 9.73180
H58 -0.69973 -4.57006 8.06885
H59 -1.77864 -2.51158 9.96524
H60 -2.72261 -3.77945 9.18293
H61 -0.08720 -0.76776 7.88109
H62 0.16544 -1.64034 6.37747
C29 -3.29448 7.24665 -0.21012
C30 -1.71427 7.01461 -0.32553
C31 -1.31259 6.62392 -1.74985
S5 -2.41764 7.40502 -2.88159
O9 -3.20275 6.39790 -3.62687
O10 -1.80775 8.54575 -3.55827
C32 -3.56377 8.00046 -1.57786
H63 -3.64499 7.80188 0.65992
H64 -3.80899 6.28639 -0.24593
H65 -1.40974 6.22835 0.36526
H66 -1.25907 7.92759 0.05835
H67 -1.49161 5.54879 -1.73765
H68 -0.27548 6.81398 -2.02620
H69 -4.56556 8.10086 -1.99553
H70 -3.13788 8.99983 -1.48857
C33 1.92332 -3.59320 -6.43027
C34 0.54844 -2.80411 -6.50249
C35 -0.53516 -3.95539 -6.41424
S6 0.06217 -5.46000 -7.23959
O11 -0.48413 -5.52077 -8.59047
O12 -0.03260 -6.62307 -6.32674
C36 1.85581 -4.89590 -7.25392
H71 2.28715 -3.84538 -5.43421
H72 2.72212 -2.92598 -6.75407
H73 0.32340 -2.25304 -7.41560
H74 0.50283 -2.09818 -5.67322
H75 -1.48484 -3.78011 -6.91970
H76 -0.80896 -4.27222 -5.40789
H77 2.00626 -4.66944 -8.30948
H78 2.48138 -5.74875 -6.99049

Here are the Löwdin charges for atoms 1 to 8, given in e: number 1, Hg, carries 0.79; number 2, As, carries 0.95; number 3, F, carries -0.33; number 4, F, carries -0.31; number 5, F, carries -0.34; number 6, F, carries -0.32; number 7, F, carries -0.34; number 8, F, carries -0.32

[3]
Density functional theory data (ωB97M-V with the def2-TZVPD basis set) for a single C5H14N2O molecule.

Values from the calculation:
- ΔE to the lowest compared entry with this formula, charge and spin: 1.266 eV
- Frontier orbital gap: 10.14 eV
- Charge: 0
- Multiplicity: 1
- M: 118.18 g/mol

Geometry (Å):
C1 0.78582 0.45656 -0.15808
C2 -1.36930 -0.69677 0.91601
C3 0.16191 -0.62444 0.75395
C4 -2.08828 -1.32441 -0.26966
C5 2.31579 0.32771 -0.12406
N1 0.37996 1.77871 0.24613
N2 0.32489 0.40930 -1.51786
O1 -1.96461 0.56254 1.21126
H1 -1.23408 1.18666 1.39789
H2 -1.56831 -1.33473 1.78579
H3 -0.48900 1.95103 -0.26950
H4 1.02858 2.46536 -0.13252
H5 0.88865 1.02593 -2.09841
H6 0.46179 -0.52652 -1.89622
H7 0.56862 -0.46268 1.76374
H8 0.52302 -1.61496 0.44506
H9 -1.65735 -2.29777 -0.52490
H10 -2.06569 -0.68034 -1.15245
H11 -3.14724 -1.47303 -0.02987
H12 2.63602 -0.64404 -0.51931
H13 2.70019 0.41447 0.89881
H14 2.80862 1.10144 -0.72581

Here are the natural (NBO) charges for atoms 1 to 8, given in e: number 1, C, carries 0.25; number 2, C, carries 0.11; number 3, C, carries -0.44; number 4, C, carries -0.63; number 5, C, carries -0.62; number 6, N, carries -0.86; number 7, N, carries -0.85; number 8, O, carries -0.74

[4]
Density functional theory data (ωB97M-V with the def2-TZVPD basis set) for 2 unconnected molecules or ions with the total composition C6H8N3O4S.

Values from the calculation:
- ΔE to the lowest compared entry with this formula, charge and spin: 0.888 eV
- Frontier orbital gap: 7.61 eV
- Charge: -1
- Multiplicity: 1
- M: 218.21 g/mol

Geometry (Å):
C1 -1.64871 0.72796 1.07677
C2 -0.31902 -0.34404 -1.21019
C3 1.01156 -1.67597 0.96622
C4 -2.31031 -0.34971 0.24502
C5 -1.86938 -0.17703 -1.22391
C6 0.28015 0.02678 0.04248
N1 -0.38029 0.83948 0.89869
N2 0.29842 -0.73575 -2.25018
N3 2.40012 1.49212 1.24133
O1 1.56086 -1.34488 1.92722
O2 0.76762 -2.55096 0.22381
O3 2.89165 -0.15983 -0.75831
O4 1.70887 1.98311 -1.06187
S1 1.94452 0.81496 -0.24512
H1 -2.26787 1.23290 1.73928
H2 -1.85275 -1.36633 0.39452
H3 -3.34155 -0.40395 0.28107
H4 -2.03411 0.73323 -1.61311
H5 -2.21661 -0.92163 -1.76556
H6 1.30023 -0.81271 -2.17752
H7 2.40319 0.78532 1.97140
H8 1.67343 2.20691 1.29797

Here are the natural (NBO) charges for atoms 1 to 8, given in e: number 1, C, carries 0.04; number 2, C, carries 0.30; number 3, C, carries 0.96; number 4, C, carries -0.48; number 5, C, carries -0.43; number 6, C, carries -0.43; number 7, N, carries -0.43; number 8, N, carries -0.68

[5]
Density functional theory data (ωB97M-V with the def2-TZVPD basis set) for 2 unconnected molecules or ions with the total composition C6H14O.

Values from the calculation:
- ΔE to the lowest compared entry with this formula, charge and spin: 1.382 eV
- Frontier orbital gap: 10.26 eV
- Charge: 0
- Multiplicity: 1
- M: 102.18 g/mol

Geometry (Å):
C1 1.17859 2.50640 -1.51906
C2 0.20401 1.87131 -0.55173
C3 0.90971 0.75198 0.30007
C4 -0.01910 -0.40912 0.56501
C5 -0.30348 -0.65092 1.84679
C6 -0.27076 -1.30376 -0.58411
H1 2.12942 2.73959 -1.02534
H2 0.86733 3.48873 -1.88633
H3 1.43685 1.88556 -2.37581
H4 -0.24650 2.60723 0.11315
H5 -0.64356 1.39638 -1.04510
H6 1.72054 0.42192 -0.36225
H7 1.41185 1.19742 1.15210
H8 -0.94928 -1.46534 2.15781
H9 0.09802 -0.06315 2.65926
H10 0.31610 -0.97340 -1.44087
H11 -0.16867 -2.38314 -0.43008
H12 -1.29504 -1.36926 -0.98801
H13 -2.22366 -2.78319 1.54337
H14 -1.70734 -3.78637 0.63234
O1 -2.44503 -3.67889 1.23880

Here are the natural (NBO) charges for atoms 1 to 8, given in e: number 1, C, carries -0.61; number 2, C, carries -0.39; number 3, C, carries -0.42; number 4, C, carries 0.02; number 5, C, carries -0.39; number 6, C, carries -0.67; number 7, H, carries 0.20; number 8, H, carries 0.21

[6]
Density functional theory data (ωB97M-V with the def2-TZVPD basis set) for a molecular structure, C22H22BN10O4PdSSe.

Values from the calculation:
- Frontier orbital gap (spin up / spin down): 7.31 / 3.20 eV
- Charge: +2
- Multiplicity: 6
- M: 718.74 g/mol

Geometry (Å):
Pd1 -0.08628 -0.14584 0.41200
C1 1.74557 3.82645 0.56394
C2 1.11146 2.73936 1.15182
N1 0.67708 1.90632 0.20139
N2 1.00687 2.42871 -0.99127
C3 1.66019 3.58724 -0.79578
B1 0.73832 1.63170 -2.29649
N3 -0.74887 1.18473 -2.28534
C4 -1.70342 1.48226 -3.18327
C5 -2.90616 0.97057 -2.73576
C6 -2.59797 0.35500 -1.52779
N4 -1.29891 0.50289 -1.27431
N5 1.66992 0.39838 -2.21478
C7 2.78636 0.09489 -2.90800
C8 3.43484 -0.94200 -2.27133
C9 2.65118 -1.22099 -1.15428
N6 1.59801 -0.40547 -1.12896
N7 0.94710 2.49394 -3.51632
C10 0.51094 3.77622 -3.69929
C11 0.71591 4.10482 -5.00952
C12 1.26405 2.93388 -5.58261
N8 1.38723 1.97985 -4.68416
H1 2.19773 4.66876 1.05705
H2 0.94716 2.52404 2.19370
H3 2.03369 4.17179 -1.61990
H4 -1.49306 2.03519 -4.08385
H5 -3.86852 1.03924 -3.21148
H6 -3.25239 -0.16323 -0.85230
H7 3.04638 0.62865 -3.80142
H8 4.35582 -1.41951 -2.55510
H9 2.82803 -1.95666 -0.38870
H10 0.08040 4.36184 -2.90158
H11 0.47554 5.02789 -5.50896
H12 1.56053 2.76268 -6.60378
S1 -1.97176 -4.52769 -0.64043
C13 -0.80209 -3.00069 -0.35686
N9 -1.57787 -2.04001 0.37184
C14 -2.82890 -2.39201 0.59384
C15 -3.76132 -1.60368 1.30224
C16 -5.07978 -2.04361 1.42759
C17 -5.48596 -3.25594 0.88806
C18 -4.56853 -4.08889 0.22318
C19 -3.25064 -3.66947 0.08302
H13 0.19361 -2.99685 -2.00562
H14 -3.42493 -0.66884 1.73498
H15 -5.80310 -1.43407 1.95256
H16 -6.51413 -3.57250 0.99742
H17 -4.88276 -5.04786 -0.17095
O1 2.48080 -2.48647 1.64254
Se1 0.93655 -2.14183 1.57205
O2 0.25879 -3.45370 0.33773
O3 -0.51925 -2.48667 -1.58941
O4 0.16565 -2.47478 2.92050
C20 -0.84342 -0.76181 5.76755
C21 -0.11354 0.30937 4.93796
C22 -0.55909 0.36724 3.56491
N10 -0.89522 0.43362 2.46442
H18 -0.42261 -0.77101 6.76981
H19 -0.71109 -1.74222 5.32243
H20 -1.90756 -0.54393 5.84038
H21 0.96017 0.10054 4.91590
H22 -0.25212 1.29786 5.38075

Here are the Löwdin charges for atoms 1 to 8, given in e: number 1, Pd, carries 0.96; number 2, C, carries -0.01; number 3, C, carries -0.11; number 4, N, carries -0.04; number 5, N, carries 0.03; number 6, C, carries -0.02; number 7, B, carries -0.64; number 8, N, carries 0.04

Question: What is the M in the sixth record?
Answer: 718.74 g/mol

Question: Which of these has the highest M?
Answer: C36H78AsF6HgN2O12S6